# 1
This record from the OMol25 dataset describes C22H23FN4O3 in the gas phase. The level of theory is the ωB97M-V functional and the def2-TZVPD basis.

Structure (XYZ):
```
53
Properties=species:S:1:pos:R:3:nbo_charge:R:1
C 2.28098 1.50071 0.80260 -0.62
C 1.38075 1.99868 1.92912 -0.22
N -0.03130 1.86963 1.59504 -0.45
C -0.66770 0.75423 2.10040 0.81
O -0.07640 -0.06715 2.76466 -0.62
N -2.01091 0.60860 1.80531 -0.47
C -2.69498 -0.51930 2.42639 -0.33
C -1.95277 -1.85301 2.32354 0.70
O -1.77127 -2.52910 3.31334 -0.62
N -1.58102 -2.26901 1.09110 -0.45
C -1.83653 -1.64915 -0.18545 -0.21
C -0.53385 -1.10395 -0.77697 -0.22
N 0.44816 -2.16932 -0.85804 -0.46
C 1.50267 -2.03895 -1.75324 0.18
C 2.84176 -2.19664 -1.38117 -0.28
C 3.86590 -2.12893 -2.30759 -0.20
C 3.59753 -1.89060 -3.64304 -0.23
C 2.28284 -1.72847 -4.04615 -0.26
C 1.26942 -1.81174 -3.11655 0.34
F -0.00487 -1.68095 -3.57186 -0.33
C 0.69173 -2.78592 0.43182 -0.23
C -0.62589 -3.34841 0.97168 -0.23
C -2.75080 1.44501 0.98272 0.68
O -3.91142 1.20018 0.72296 -0.60
C -2.01794 2.59578 0.46400 -0.24
C -2.69057 3.50457 -0.35379 -0.12
C -2.03822 4.60683 -0.85620 -0.25
C -0.69909 4.80283 -0.54035 -0.16
C -0.01753 3.91243 0.26328 -0.28
C -0.66720 2.78938 0.78569 0.29
H 2.07727 2.02454 -0.12879 0.21
H 2.12587 0.43694 0.63976 0.22
H 3.32195 1.65627 1.07171 0.22
H 1.54502 1.39017 2.82122 0.25
H 1.59217 3.04054 2.17596 0.20
H -3.68381 -0.58649 1.96493 0.26
H -2.81125 -0.32376 3.49675 0.24
H -2.58530 -0.86426 -0.11194 0.22
H -2.22216 -2.42344 -0.86005 0.20
H -0.73219 -0.69213 -1.76421 0.23
H -0.15390 -0.29166 -0.13559 0.16
H 3.08817 -2.36393 -0.34487 0.22
H 4.88538 -2.25582 -1.97584 0.21
H 4.39605 -1.83550 -4.36549 0.22
H 2.02646 -1.55507 -5.07956 0.23
H 1.40176 -3.60401 0.30699 0.21
H 1.08590 -2.06554 1.16553 0.19
H -0.47902 -3.78227 1.96103 0.25
H -1.01750 -4.10708 0.28683 0.20
H -3.72957 3.30921 -0.57000 0.24
H -2.55694 5.31070 -1.48731 0.22
H -0.17649 5.66393 -0.92931 0.22
H 1.02066 4.10038 0.47904 0.22
```

- Orbital gap: 8.25 eV
- Maximum force: 0.6 eV/Å
- LUMO energy: 0.124 eV
- Relative energy (zero: lowest compared OMol25 entry of this formula, charge and spin): 0.00 kcal per mole
- Structure (SMILES): CCn1c(=O)n(CC(=O)N2CCN(c3ccccc3F)CC2)c(=O)c2ccccc21
- E_tot: -1396.83740 Ha
- HOMO: -8.12 eV
- Net charge: 0



# 2
This record from the OMol25 dataset describes 2 unconnected molecules or ions with the total composition C3H7O at a distorted geometry. The level of theory is the ωB97M-V functional and the def2-TZVPD basis.

Structure (XYZ):
```
11
Properties=species:S:1:pos:R:3:nbo_charge:R:1
C -1.73275 -0.01875 0.34037 0.23
O -0.63016 0.04699 -0.34945 -0.85
C -2.96246 -0.37144 -0.16507 -0.79
C 2.73184 0.15104 -0.13097 -0.86
H -1.62714 0.42107 1.40156 0.06
H -3.09344 -0.43487 -1.25463 0.18
H -3.71768 -0.39891 0.59896 0.16
H 1.67936 0.29655 -0.35401 0.29
H 3.20986 -0.63035 -0.78674 0.19
H 2.83707 -0.15284 0.90464 0.20
H 3.30551 1.09149 -0.20466 0.18
```

- Orbital gap: 6.37 eV
- Maximum force: 2.6 eV/Å
- LUMO energy: 4.301 eV
- Relative energy (zero: lowest compared OMol25 entry of this formula, charge and spin): 6.56 kcal per mole
- E_tot: -193.72055 Ha
- HOMO: -2.07 eV
- Net charge: -1



Question: maximum force of number 2 (C3H7O)?
Answer: 2.6 eV/Å